Record 1
C45H38F14O8S | ωB97M-V/def2-TZVPD

Calculated values
* LUMO: -1.07 eV
* frontier orbital gap: 0.324 hartree
* max |F|: 1.42 eV Å⁻¹
* highest occupied orbital energy: -9.88 eV
* charge: 0

Each line ends with the Löwdin charge.
Element x y z (Å)
C -0.8787 3.9706 -10.7528  0.03
C -0.6877 2.6598 -11.4603  -0.52
O 0.2389 2.4512 -12.2197  0.10
O -1.6536 1.7506 -11.1886  -0.02
C -1.1739 0.4119 -11.0235  -0.20
C -2.3467 -0.5240 -10.9368  -0.16
C -3.2646 -0.3587 -9.7067  -0.18
C -2.6400 0.3849 -8.5240  -0.19
C -3.5626 0.3449 -7.2993  -0.11
C -2.8946 -0.1937 -6.0293  -0.29
C -3.0189 0.7077 -4.8118  -0.11
C -2.3769 2.0558 -5.1546  -0.06
C -2.4748 3.0490 -3.9907  -0.42
F -2.7162 2.4159 -2.8228  0.13
F -3.5374 3.8575 -4.2143  0.13
C -1.2289 3.9855 -3.8631  -0.34
F -1.6467 5.2302 -3.5340  0.15
F -0.6427 4.0805 -5.0806  0.13
C -0.1830 3.6283 -2.7741  -0.35
F -0.8466 3.6529 -1.5921  0.16
F 0.7389 4.6138 -2.7326  0.15
C 0.4959 2.2263 -2.8796  -0.36
F 0.7483 1.8058 -1.6151  0.11
F -0.3441 1.3220 -3.4410  0.12
S 2.1633 2.1665 -3.8007  0.75
F 1.5694 1.2553 -4.9563  -0.13
F 2.5475 0.8528 -3.0074  -0.12
F 2.7911 3.0536 -2.6699  -0.11
F 1.7829 3.4349 -4.6463  -0.12
F 3.5597 2.1313 -4.5105  -0.10
O -3.3617 -1.5445 -5.8238  0.00
C -3.9113 -1.8490 -4.6005  -0.46
O -5.0738 -1.6182 -4.3540  0.14
C -2.9754 -2.5103 -3.6112  -0.06
C -1.6029 -2.8192 -4.1447  -0.21
F -1.6512 -3.9322 -4.9510  -0.02
H -1.7774 4.4528 -11.1163  0.09
H -0.0234 4.5868 -10.9742  0.08
H -0.9434 3.8052 -9.6840  0.08
H -0.5883 0.1351 -11.8933  0.12
H -0.5071 0.3430 -10.1705  0.13
H -1.9842 -1.5424 -10.9720  0.11
H -2.9305 -0.3512 -11.8333  0.12
H -3.5333 -1.3473 -9.3514  0.11
H -4.1933 0.1420 -9.9616  0.12
H -2.4389 1.4031 -8.8320  0.10
H -1.6997 -0.1104 -8.3036  0.11
H -4.3524 -0.3579 -7.5312  0.12
H -4.0523 1.2986 -7.1476  0.12
H -1.8292 -0.2802 -6.2342  0.14
H -2.4042 0.2966 -4.0220  0.11
H -4.0417 0.8547 -4.4904  0.14
H -1.3421 1.8525 -5.3932  0.12
H -2.8611 2.5356 -5.9905  0.13
H -3.4345 -3.3983 -3.2009  0.13
H -2.8454 -1.7893 -2.8062  0.13
H -0.9290 -3.0265 -3.3190  0.12
H -1.1852 -1.9866 -4.6972  0.11
O -0.0546 -0.0371 2.0667  0.11
C 0.9569 -0.3602 2.6536  -0.28
C 0.8945 -1.1663 3.9045  -0.08
C -0.3422 -1.5684 4.3932  0.00
C -0.4144 -2.3439 5.5378  -0.05
C 0.7494 -2.7244 6.1972  -0.05
C 1.9828 -2.3158 5.7212  -0.01
C 2.0614 -1.5318 4.5792  -0.08
C 3.3984 -1.0870 4.0976  -0.28
O 4.4065 -1.3602 4.7162  0.10
C 3.4626 -0.2997 2.8350  -0.08
C 4.7002 0.0967 2.3449  0.00
C 4.7782 0.8054 1.1586  -0.05
C 3.6198 1.1218 0.4561  -0.05
C 2.3834 0.7395 0.9464  0.00
C 2.2989 0.0313 2.1376  -0.08
H -1.2426 -1.2726 3.8736  0.12
H -1.3778 -2.6560 5.9174  0.11
H 0.6927 -3.3382 7.0864  0.11
H 2.8879 -2.6073 6.2356  0.11
H 5.5968 -0.1551 2.8933  0.12
H 5.7431 1.1110 0.7768  0.11
H 3.6842 1.6694 -0.4739  0.09
H 1.4821 0.9870 0.4107  0.10
O 0.1279 -0.8034 9.8629  0.10
C 0.7788 -1.2241 10.7966  -0.28
C 2.1889 -1.6661 10.6097  -0.08
C 2.7677 -1.5657 9.3516  -0.01
C 4.0866 -1.9426 9.1642  -0.05
C 4.8347 -2.4193 10.2359  -0.05
C 4.2591 -2.5337 11.4897  0.00
C 2.9343 -2.1630 11.6811  -0.08
C 2.3263 -2.3086 13.0334  -0.28
O 2.9564 -2.7873 13.9524  0.11
C 0.9229 -1.8454 13.2258  -0.08
C 0.3465 -1.9389 14.4857  0.00
C -0.9465 -1.4889 14.6885  -0.06
C -1.6701 -0.9431 13.6333  -0.06
C -1.1046 -0.8579 12.3732  0.00
C 0.1912 -1.3114 12.1628  -0.08
H 2.1882 -1.1895 8.5197  0.11
H 4.5362 -1.8601 8.1826  0.11
H 5.8683 -2.7028 10.0902  0.11
H 4.8339 -2.9084 12.3247  0.12
H 0.9150 -2.3606 15.3024  0.12
H -1.3930 -1.5599 15.6712  0.11
H -2.6778 -0.5851 13.7963  0.11
H -1.6634 -0.4377 11.5489  0.12


Record 2
C2H3N5O | ωB97M-V/def2-TZVPD

Calculated values
* LUMO: -0.71 eV
* frontier orbital gap: 0.309 hartree
* max |F|: 5.75 eV Å⁻¹
* highest occupied orbital energy: -9.11 eV
* charge: 0

Each line ends with the Löwdin charge.
Element x y z (Å)
C 0.9746 1.0502 1.2008  -0.12
C -0.2365 -0.8839 -0.4075  -0.42
H -2.1758 1.5780 0.0067  0.30
H 1.5447 1.7808 1.7622  0.10
H 0.3499 -2.2966 -1.4615  0.07
N -0.6977 0.3453 -0.2622  -0.22
N -0.0399 1.2427 0.4306  0.09
N 1.6234 -0.2464 1.1077  0.04
N 0.9460 -1.0391 0.5111  0.05
N -0.5165 -1.6935 -1.3605  0.13
O -1.6694 0.9597 -1.0068  -0.02


Record 3
C28H20GdN8O3S2Se | ωB97M-V/def2-TZVPD

Calculated values
* LUMO (spin up / spin down): 4.31 / 4.32 eV
* spin multiplicity: 7
* frontier orbital gap (spin up / spin down): 0.179 / 0.226 hartree
* max |F|: 2.09 eV Å⁻¹
* highest occupied orbital energy (spin up / spin down): -0.55 / -1.83 eV
* charge: -2
* <S²>: 12.355

Each line ends with the Mulliken spin population.
Element x y z (Å)
Gd -0.2549 -0.2676 -0.2684  4.94
O -0.2148 4.1825 -0.7068  0.00
C -0.3561 3.0676 -0.1506  0.00
N -1.1540 2.0336 -0.4223  0.01
C -2.3772 2.2298 -1.1136  -0.02
C -2.9294 3.4864 -1.3323  -0.02
C -4.1824 3.6271 -1.8919  -0.01
C -4.9244 2.4929 -2.2462  0.00
C -4.4056 1.2262 -2.0770  -0.02
C -3.1069 1.0849 -1.4689  0.03
N -2.5819 -0.1664 -1.0729  -0.01
C -3.1401 -1.3353 -1.5139  0.00
O -3.9472 -1.5325 -2.4203  0.00
C -2.8391 -2.5666 -0.6778  0.00
C -3.7225 -3.6493 -0.7681  0.00
C -3.4529 -4.8216 -0.0355  0.00
C -2.3198 -4.8364 0.7776  0.00
C -1.5184 -3.7149 0.7852  0.00
N -1.7657 -2.5985 0.0675  0.00
C 0.5348 2.8107 1.0683  -0.01
C 1.7016 3.5521 1.2013  0.00
C 2.5092 3.3319 2.3073  0.00
C 2.0383 2.4549 3.3015  0.00
C 0.8777 1.7630 3.0630  0.00
N 0.1342 1.9254 1.9918  0.00
H -2.3456 4.3490 -1.0455  -0.01
H -4.6499 4.6115 -2.0825  0.01
H -5.8827 2.6514 -2.7537  0.05
H -4.9566 0.3586 -2.4353  0.00
H -4.6390 -3.5809 -1.3579  0.00
H -4.1080 -5.6602 -0.1100  0.00
H -2.0314 -5.6995 1.3660  0.00
H -0.6150 -3.6435 1.4037  0.00
H 1.9930 4.2372 0.4203  0.00
H 3.4799 3.8441 2.3498  0.00
H 2.6407 2.3079 4.1789  0.00
H 0.4879 1.1136 3.8127  0.00
O -0.0508 -1.2334 2.0142  0.01
N 1.1343 -1.6345 2.4564  0.00
C 1.3851 -1.4163 3.7335  0.00
C 2.6332 -1.6572 4.3041  0.00
C 3.6452 -2.1482 3.4827  0.00
C 3.3180 -2.4911 2.1873  0.00
C 2.0248 -2.2689 1.6375  0.00
S 1.5429 -2.6830 0.0376  0.00
H 0.5708 -0.9462 4.2621  0.00
H 2.8340 -1.3773 5.3282  0.00
H 4.6597 -2.1871 3.8750  0.00
H 4.0214 -2.9296 1.4789  0.00
S -0.2274 -1.7194 -2.8859  0.02
C 1.0041 -0.5880 -3.0342  -0.03
N 1.9821 -0.7979 -3.9881  0.16
C 3.0557 0.0732 -4.1046  0.48
C 2.9444 1.2959 -3.4650  -0.20
C 1.9732 1.4576 -2.5038  0.44
N 0.9936 0.5098 -2.3184  0.07
H 2.0486 -1.7607 -4.2020  -0.01
H 3.8867 -0.2252 -4.7217  0.04
H 3.7360 2.0771 -3.5857  -0.01
H 2.0006 2.3436 -1.8303  0.06
Se 5.2075 0.6320 0.7014  0.00
C 3.4213 0.5463 0.5481  -0.01
N 2.2791 0.4595 0.4497  0.03


Record 4
C33H39GeMnN7O5 | ωB97M-V/def2-TZVPD

Calculated values
* LUMO (spin up / spin down): 4.17 / 4.17 eV
* spin multiplicity: 2
* frontier orbital gap (spin up / spin down): 0.167 / 0.167 hartree
* max |F|: 0.24 eV Å⁻¹
* highest occupied orbital energy (spin up / spin down): -0.38 / -0.38 eV
* charge: -2
* <S²>: 0.789

Each line ends with the Mulliken spin population.
Element x y z (Å)
Mn -0.7396 0.1010 0.2064  0.01
O -2.4275 5.4199 1.6013  0.00
C -2.6074 4.6223 2.6306  0.00
O -3.0890 5.0038 3.6811  0.00
C -2.1546 3.2163 2.4651  0.00
C -2.2633 2.2424 3.4264  0.00
N -1.7283 1.1113 2.9071  0.00
N -1.2860 1.3005 1.6548  0.00
C -1.5528 2.5666 1.3564  0.00
C -1.2507 2.9743 -0.0478  0.00
O -1.4126 4.1866 -0.3520  0.00
O -0.8693 2.0464 -0.7969  0.00
H -2.0062 4.9307 0.7809  0.00
H -2.6729 2.2916 4.4200  0.00
H -1.7223 0.1781 3.2846  0.00
N -0.8240 -1.9188 1.1132  0.00
C -2.1540 -2.1271 1.4890  0.00
C -2.5456 -3.0734 2.4219  0.00
C -3.8981 -3.1769 2.7787  0.00
C -4.8417 -2.3559 2.2161  0.00
C -4.4704 -1.3579 1.2787  0.00
C -5.3827 -0.4387 0.7133  -0.01
C -4.8793 0.5277 -0.1363  0.00
C -3.5257 0.6117 -0.4228  0.00
N -2.6011 -0.2382 0.1054  0.00
C -3.1044 -1.2448 0.9287  0.00
H -0.5860 -1.9694 0.0671  0.00
H -0.1684 -2.4433 1.6731  0.00
H -1.8039 -3.7376 2.8518  0.00
H -4.2001 -3.9223 3.5067  0.00
H -5.8856 -2.4396 2.4978  0.00
H -6.4361 -0.4913 0.9589  0.00
H -5.5417 1.2543 -0.5928  0.00
H -3.1333 1.3689 -1.0855  0.00
C 3.6401 -1.3890 -1.3401  -0.06
C 2.7032 -0.9814 -0.4152  0.17
N 2.3117 0.3117 -0.3734  -0.02
C 2.7828 1.1715 -1.2774  0.06
C 3.7351 0.8369 -2.2607  -0.04
C 4.1739 -0.5052 -2.2578  0.15
C 4.1070 1.8686 -3.1780  0.19
C 5.0534 1.9755 -4.1968  0.07
C 6.1783 1.2337 -4.6063  0.17
C 6.9192 1.6568 -5.7566  0.04
C 8.0316 0.9663 -6.1229  0.04
N 8.4947 -0.1227 -5.4528  0.13
C 7.7435 -0.4447 -4.4011  -0.03
N 6.6519 0.1308 -3.9364  0.09
H 3.9403 -2.4291 -1.3435  0.00
H 2.2142 -1.6395 0.2843  0.02
H 2.3841 2.1740 -1.2049  -0.01
H 4.9283 -0.8140 -2.9639  0.02
H 3.4710 2.7456 -3.0935  0.01
H 4.9251 2.8758 -4.7932  0.01
H 6.5921 2.5195 -6.3250  0.01
H 8.6079 1.2707 -6.9928  0.00
H 8.0829 -1.3144 -3.8382  0.00
C 4.0576 0.3884 2.4217  0.01
Ge 2.0820 0.4806 2.4251  0.00
C 1.4989 -1.1409 3.3858  0.00
C 1.6073 2.0206 3.5493  0.00
C 1.3516 0.7286 0.6446  -0.02
H 4.4426 0.5017 3.4378  0.00
H 4.4723 1.1850 1.8010  0.00
H 4.4096 -0.5634 2.0208  0.00
H 2.0048 -1.2108 4.3516  0.00
H 1.7449 -2.0371 2.8114  0.00
H 0.4207 -1.1284 3.5539  0.00
H 2.0458 1.9127 4.5442  0.00
H 0.5291 2.1354 3.6548  0.00
H 1.9975 2.9348 3.0985  0.00
H 1.2539 1.8118 0.5310  0.00
C 0.2075 -2.6960 -2.9904  0.00
C -0.3463 -1.3384 -2.5395  0.00
C -1.8543 -1.2979 -2.8068  0.00
C 0.3265 -0.2188 -3.3397  0.00
O -0.0507 -1.1853 -1.1862  -0.02
H 0.0518 -2.8653 -4.0607  0.00
H -0.2853 -3.4984 -2.4337  0.00
H 1.2788 -2.7358 -2.7807  0.00
H -2.0641 -1.5091 -3.8610  0.00
H -2.2557 -0.3151 -2.5633  0.00
H -2.3754 -2.0367 -2.1911  0.00
H 0.0877 -0.2797 -4.4069  0.00
H 1.4103 -0.2769 -3.2257  0.00
H -0.0094 0.7477 -2.9556  0.00